DFT (ωB97M-V/def2-TZVPD) results for a molecular structure, C18H27AgNO6 in a non-equilibrium geometry.

```
53
Properties=species:S:1:pos:R:3
Ag 0.03963 -0.31722 0.90728
C 1.01098 -4.57546 0.08434
C 0.51485 -3.36219 0.51095
C -0.02180 -3.23580 1.95913
O -0.16528 -2.09125 2.44815
C -0.37559 -4.44642 2.68822
C 0.01238 -5.66075 2.14339
C 0.69325 -5.75260 0.78635
O 1.19835 -6.83002 0.42299
O -0.24192 -6.71161 2.79838
O 0.48155 -2.29678 -0.18787
H 1.55858 -4.55349 -0.84816
H -0.84126 -4.38159 3.65794
C -1.55700 4.08035 -0.64294
C -1.45289 2.67323 0.01469
C -2.83902 2.10771 0.27854
C -3.69962 1.73365 -0.92355
C -2.91367 0.88086 -1.91453
C -1.40677 1.17954 -2.06931
N -0.81454 1.65212 -0.82103
O 0.58317 1.67973 -0.81036
C -0.76000 -0.20684 -2.38759
C -1.12665 2.13155 -3.23874
C -0.77136 2.75117 1.37444
H -0.60834 4.26001 -1.16561
H -1.51547 4.85241 0.12542
H -2.32880 4.20533 -1.39601
H -2.83854 1.25799 0.96687
H -3.36221 2.86483 0.87804
H -3.98428 2.62394 -1.50850
H -4.71822 1.46532 -0.63883
H -3.44730 0.90642 -2.86998
H -3.09285 -0.16943 -1.66910
H -1.24361 -0.97281 -1.78790
H -0.91752 -0.43397 -3.44265
H 0.30337 -0.20504 -2.16049
H -0.06034 2.29441 -3.40635
H -1.54183 1.73463 -4.17012
H -1.61895 3.10784 -3.22989
H -1.20679 3.57246 1.94724
H 0.29239 2.95357 1.26060
H -0.98646 1.85188 1.95446
H 0.90527 2.43867 -1.32809
C 4.85444 0.62447 0.93990
C 3.88799 -0.44912 1.43146
O 2.73415 -0.44331 1.09108
C 4.44436 -1.60743 2.22418
H 4.53781 1.62701 1.21743
H 4.92861 0.55396 -0.14719
H 5.86521 0.39282 1.27862
H 4.68288 -1.29690 3.24490
H 5.30331 -2.13419 1.81171
H 3.62638 -2.32367 2.31810
```

Computed properties:
Spin multiplicity ... 1
Charge ... -1
HOMO energy ... -0.113 Eh

Mulliken population analysis, charges in e, atoms 1 to 2: 0.5327 -0.9243